{"formula": "C59H116N12O5", "method": "wB97M-V/def2-TZVPD", "orbital_gap_ha": 0.310, "homo_energy_ev": -8.1716, "energy_ha": -3350.61901, "smiles": "CC1(C)CCCC(C)(C)N1O.CC1(C)CCCC(C)(C)N1O.CC1(C)CCCC(C)(C)N1O.CC1(C)CCCC(C)(C)N1O.CC1(C)CCCC(C)(C)N1O.CC#N.CC#N.CC#N.CC#N.CC#N.CC#N.CC#N", "charge": 0, "largest_force_ha_per_bohr": 0.066, "spin_multiplicity": 1, "symbols": ["C", "C", "C", "C", "C", "C", "N", "O", "C", "C", "C", "H", "H", "H", "H", "H", "H", "H", "H", "H", "H", "H", "H", "H", "H", "H", "H", "H", "H", "H", "C", "C", "C", "C", "C", "C", "N", "O", "C", "C", "C", "H", "H", "H", "H", "H", "H", "H", "H", "H", "H", "H", "H", "H", "H", "H", "H", "H", "H", "H", "C", "C", "C", "C", "C", "C", "N", "O", "C", "C", "C", "H", "H", "H", "H", "H", "H", "H", "H", "H", "H", "H", "H", "H", "H", "H", "H", "H", "H", "H", "C", "C", "C", "C", "C", "C", "N", "O", "C", "C", "C", "H", "H", "H", "H", "H", "H", "H", "H", "H", "H", "H", "H", "H", "H", "H", "H", "H", "H", "H", "C", "C", "C", "C", "C", "C", "N", "O", "C", "C", "C", "H", "H", "H", "H", "H", "H", "H", "H", "H", "H", "H", "H", "H", "H", "H", "H", "H", "H", "H", "C", "C", "N", "H", "H", "H", "C", "C", "N", "H", "H", "H", "C", "C", "N", "H", "H", "H", "C", "C", "N", "H", "H", "H", "C", "C", "N", "H", "H", "H", "C", "C", "N", "H", "H", "H", "C", "C", "N", "H", "H", "H"], "xyz": [[19.785661, 9.996688, 11.678904], [20.068332, 9.916150, 13.152119], [21.391934, 9.152363, 13.358765], [21.919490, 9.188078, 14.758259], [22.158567, 10.646419, 15.153968], [20.851480, 11.462197, 15.069358], [20.282937, 11.315636, 13.679059], [19.053481, 11.947414, 13.536216], [19.823244, 11.027271, 16.169200], [21.099251, 12.957348, 15.268220], [18.846566, 9.224276, 13.815042], [19.670837, 9.058078, 11.126699], [20.513221, 10.622239, 11.119817], [18.810174, 10.444385, 11.587707], [21.168223, 8.146434, 12.946927], [22.150603, 9.551481, 12.746566], [22.851259, 8.556489, 14.776589], [21.190656, 8.804436, 15.481130], [22.848401, 11.080110, 14.463274], [22.528267, 10.706118, 16.206745], [19.952462, 9.957306, 16.360696], [19.974703, 11.558837, 17.107059], [18.807255, 11.148356, 15.880026], [21.406309, 13.021409, 16.339641], [21.915255, 13.333700, 14.635579], [20.206458, 13.506797, 15.109364], [19.009598, 8.810736, 14.833151], [18.602789, 8.353140, 13.183424], [17.991568, 9.904775, 13.839909], [19.101863, 12.800062, 13.081421], [13.175111, 17.214828, 8.781122], [12.154960, 16.122636, 8.488668], [12.621742, 14.836371, 9.270883], [11.633254, 13.688863, 9.230147], [10.331356, 14.179041, 9.825726], [9.718358, 15.492230, 9.163214], [10.883423, 16.537007, 9.003349], [10.469576, 17.657238, 8.183163], [9.065031, 15.127991, 7.877038], [8.747567, 16.226070, 10.119203], [12.093712, 15.898248, 6.958933], [12.785118, 18.137112, 8.383795], [14.173661, 17.152437, 8.357911], [13.192872, 17.340709, 9.853831], [13.537560, 14.457678, 8.817522], [12.841176, 15.062917, 10.325509], [11.976530, 12.720388, 9.634677], [11.504441, 13.448227, 8.133095], [10.371806, 14.277480, 10.923032], [9.521579, 13.448862, 9.698360], [9.666176, 14.470562, 7.233882], [8.149139, 14.520921, 8.024707], [8.824387, 16.042799, 7.316071], [9.240365, 16.560703, 11.029420], [8.344771, 17.082753, 9.565908], [7.915253, 15.585731, 10.334641], [11.181304, 15.314131, 6.744623], [12.967216, 15.335151, 6.577430], [12.021622, 16.755345, 6.360441], [10.600222, 18.412754, 8.771464], [16.303596, 18.904828, 17.370934], [16.047622, 20.385878, 17.510083], [17.155582, 21.120949, 18.267745], [18.492547, 21.053237, 17.534136], [18.441674, 21.705369, 16.153869], [17.246376, 21.105465, 15.351256], [16.009270, 21.085363, 16.211980], [14.933467, 20.523717, 15.420202], [17.045574, 22.111686, 14.269580], [17.646430, 19.803218, 14.718045], [14.691346, 20.610371, 18.174639], [16.243371, 18.405653, 18.369993], [17.239322, 18.579439, 16.952254], [15.481912, 18.395772, 16.868763], [16.829185, 22.159640, 18.410699], [17.232991, 20.709241, 19.270572], [18.817192, 19.988631, 17.437612], [19.320212, 21.511420, 18.060023], [19.319996, 21.516230, 15.557517], [18.292372, 22.782175, 16.359184], [17.987573, 22.178561, 13.720726], [16.284583, 21.753117, 13.574916], [16.715446, 23.134723, 14.617622], [18.435375, 19.877568, 13.976710], [18.007725, 19.178255, 15.540013], [16.796017, 19.295508, 14.234078], [14.562709, 20.252889, 19.211075], [13.922710, 20.068586, 17.609884], [14.392524, 21.653772, 18.110483], [14.351758, 21.324999, 15.363213], [14.297281, 12.777993, 12.126977], [15.774186, 13.160453, 11.921667], [15.830706, 14.458605, 11.025645], [15.362532, 15.696002, 11.725900], [16.293350, 15.859251, 12.978071], [16.347527, 14.640684, 13.951160], [16.530102, 13.407642, 13.112709], [16.414827, 12.304139, 13.939313], [17.604888, 14.760203, 14.860208], [15.134909, 14.526975, 14.868713], [16.487182, 12.016041, 11.155522], [14.205811, 11.851332, 12.768593], [13.690655, 12.545723, 11.258618], [13.784793, 13.550069, 12.655903], [16.867531, 14.679503, 10.644114], [15.343158, 14.220460, 10.079874], [14.337589, 15.640319, 12.049233], [15.519965, 16.599965, 11.107280], [16.076613, 16.771848, 13.586235], [17.314439, 16.052832, 12.536648], [17.605898, 13.906035, 15.550173], [18.510093, 14.788998, 14.266266], [17.574076, 15.700587, 15.417915], [15.217400, 13.701815, 15.596799], [14.996067, 15.434954, 15.458963], [14.159724, 14.433608, 14.408905], [16.023539, 11.757416, 10.255036], [16.555595, 11.147678, 11.832373], [17.528157, 12.338072, 10.985495], [17.289138, 11.944631, 13.996905], [20.697025, 16.369121, 12.530811], [20.823082, 15.826752, 11.134455], [20.612637, 14.278209, 11.210754], [20.419067, 13.613755, 9.888948], [19.262976, 14.219670, 9.196032], [19.511841, 15.751121, 8.945360], [19.770035, 16.316533, 10.284423], [20.005024, 17.712342, 10.157811], [20.611442, 15.961687, 7.854434], [18.177666, 16.293469, 8.480555], [22.227315, 16.109216, 10.672445], [19.657376, 16.125450, 12.893704], [20.865649, 17.436427, 12.562965], [21.471766, 15.876383, 13.197142], [21.448048, 13.882261, 11.781263], [19.689164, 14.158501, 11.814042], [20.360585, 12.555183, 10.010905], [21.255572, 13.710981, 9.148471], [18.317150, 13.961386, 9.659797], [19.157724, 13.810946, 8.195575], [21.589403, 16.195432, 8.357957], [20.728147, 15.056749, 7.300381], [20.328359, 16.777976, 7.166078], [18.180748, 17.386435, 8.357410], [17.786183, 15.817840, 7.584958], [17.467966, 16.097630, 9.269115], [22.627201, 15.455207, 9.891640], [22.940574, 15.845077, 11.488324], [22.460160, 17.158784, 10.408417], [20.802483, 17.848802, 9.717436], [13.020858, 11.759458, 15.780083], [12.197644, 12.829594, 15.343086], [11.611716, 13.707383, 14.939922], [12.425527, 10.912191, 16.119639], [13.670823, 12.129533, 16.586101], [13.621246, 11.474069, 14.925120], [14.012130, 8.514442, 10.996039], [13.466017, 9.595057, 10.220736], [13.037890, 10.458846, 9.563523], [13.670373, 8.637950, 12.048572], [15.108154, 8.551501, 10.962153], [13.678257, 7.478290, 10.604085], [17.213044, 19.211200, 11.218734], [16.587035, 18.931084, 9.965378], [16.206521, 18.824133, 8.914109], [17.288857, 18.325404, 11.851778], [16.647774, 20.003393, 11.755787], [18.225177, 19.495206, 11.032951], [17.113572, 10.762328, 7.405539], [18.550434, 10.903042, 7.125214], [19.672641, 10.982304, 7.021010], [17.005229, 10.226752, 8.387665], [16.595046, 10.182337, 6.669113], [16.659172, 11.727002, 7.493070], [20.348432, 16.023451, 17.701558], [19.368371, 14.929242, 18.089778], [18.584130, 14.110731, 18.338555], [21.271372, 15.573910, 17.246841], [20.670055, 16.496674, 18.628511], [19.910966, 16.697381, 16.942892], [10.130265, 11.771840, 12.751658], [11.119387, 10.732702, 13.024631], [12.015184, 10.019197, 13.227671], [10.361677, 12.286797, 11.811964], [10.141695, 12.485966, 13.533821], [9.119722, 11.304215, 12.730860], [11.906211, 17.172704, 12.829013], [11.171402, 18.213116, 12.159814], [10.499398, 18.957741, 11.629704], [12.911958, 17.573546, 13.009770], [11.781063, 16.319178, 12.224740], [11.402898, 16.902619, 13.795926]], "atomic_forces_ev_per_a": [[-0.1, 0.8, -1.2], [0.7, 0.2, 1.2], [-1.9, -1.0, 0.0], [0.5, -0.5, 0.6], [-0.8, -0.3, 0.8], [-1.6, 0.1, -0.2], [1.3, -1.0, -0.8], [-1.2, 0.5, 0.7], [1.3, -0.8, 0.0], [1.6, -1.0, 1.0], [0.4, -0.8, 0.1], [0.4, -0.3, 0.5], [-0.3, -0.3, 0.5], [-0.4, 0.5, -0.3], [0.4, 0.2, 0.5], [0.8, 0.7, -1.1], [-0.8, 0.7, 0.4], [0.3, -0.5, -0.2], [0.8, 0.5, -0.3], [-0.1, 0.1, -0.8], [-0.1, 0.2, 0.2], [0.1, 0.1, 0.0], [-0.8, 0.4, -0.4], [-0.1, 0.5, -0.7], [-0.2, -0.1, 0.0], [-0.8, 0.6, 0.0], [0.1, 0.5, -0.6], [-0.1, 0.3, 0.2], [0.1, -0.2, -0.1], [0.6, -0.2, -0.1], [-0.6, 0.5, 0.2], [1.5, -1.2, -0.7], [0.0, -0.2, -0.2], [-0.5, 0.0, -1.6], [-1.5, 0.5, 0.0], [2.4, 0.9, 1.4], [-1.4, -0.3, 0.8], [-0.4, -0.6, 0.5], [-0.9, -0.5, -1.3], [0.4, -0.2, -1.2], [-0.1, -2.5, 0.5], [-0.1, 0.5, -0.2], [0.1, -0.7, 0.1], [0.4, 0.1, 0.5], [0.3, 0.4, 0.0], [0.0, 0.3, -0.3], [0.0, 0.7, 0.2], [-0.2, 0.1, 0.9], [0.4, 0.4, -0.2], [0.1, -0.1, -0.1], [0.0, 0.3, 0.3], [0.2, 0.6, 0.2], [-0.1, -0.4, 0.1], [0.0, 0.0, -0.1], [0.1, 0.0, 0.3], [-0.5, -0.5, 0.3], [0.8, 0.2, -0.2], [-0.3, 0.1, 0.3], [-0.1, 1.6, -0.4], [-0.2, -0.1, 0.1], [-0.8, -1.6, 1.7], [0.4, 0.4, -0.3], [0.2, 0.2, 0.2], [0.9, -0.9, -0.3], [-1.7, -0.7, 1.3], [0.1, 1.6, 0.8], [0.3, 0.0, -0.8], [-0.3, 1.5, 0.1], [-1.1, 1.2, -1.0], [-0.3, -1.4, 0.6], [-0.9, -0.4, -0.1], [0.2, 0.6, -0.4], [0.1, 0.1, -0.1], [0.0, 0.2, -0.6], [0.1, -0.1, -0.2], [0.1, -0.2, 0.1], [-0.3, 0.6, 0.1], [0.0, 0.2, 0.6], [0.5, 0.2, 0.0], [0.1, -0.4, -0.6], [-0.1, 0.3, -0.1], [-0.1, 0.1, -0.2], [0.5, -1.1, -0.2], [0.2, 0.4, -0.1], [0.2, -0.2, -0.7], [0.2, 0.2, 0.3], [0.6, 0.2, -0.3], [0.2, 0.0, 0.0], [0.2, 0.2, 0.2], [0.6, -1.3, -0.1], [0.0, -1.4, 1.3], [-0.7, 0.6, -2.4], [1.2, -0.9, -0.7], [1.0, 0.7, 1.2], [0.4, 0.4, -0.2], [0.3, -0.1, -0.8], [1.1, 1.2, 0.5], [-1.4, -0.7, 1.0], [-0.9, -0.1, -0.3], [-0.6, 0.3, 0.8], [1.3, 0.7, 2.3], [0.3, 0.9, -0.6], [0.4, 0.1, -0.6], [-0.5, 0.6, 0.4], [-0.6, -0.5, 0.9], [-0.6, 0.1, 0.2], [-0.6, 0.0, 0.0], [-0.4, -0.5, 0.1], [-0.1, -0.6, -0.4], [-0.7, -0.4, 0.6], [0.3, 0.3, -0.1], [0.2, -0.2, -0.2], [-0.2, -0.1, 0.1], [0.2, 0.3, -0.5], [0.4, 0.2, 0.1], [0.0, -0.2, -0.6], [-0.9, -0.3, -1.4], [-0.2, 0.1, -0.4], [-0.3, -0.1, -0.2], [1.2, -0.3, 0.0], [-0.7, -0.7, 1.3], [0.4, -2.2, -0.3], [0.1, 1.1, 0.8], [1.4, 0.0, -1.1], [-0.2, 0.5, -1.4], [-0.6, -1.4, 0.2], [-0.2, 1.3, -0.4], [-3.0, 0.4, 1.3], [0.3, 1.1, 1.5], [-0.2, 1.0, 0.3], [2.3, -0.2, 0.2], [1.0, 0.4, -0.1], [-0.1, 0.3, 0.0], [-1.0, 0.5, -0.7], [0.1, -0.3, 0.1], [0.3, -0.1, -0.2], [-0.4, -0.9, 0.2], [0.0, 0.2, 1.0], [-0.1, 0.6, 0.4], [0.1, -0.3, -0.3], [-0.9, -0.1, -0.9], [0.2, -0.6, -0.5], [0.2, -0.3, 0.4], [0.1, -0.5, -0.2], [0.3, -0.1, -0.2], [-0.4, 0.0, 0.3], [-0.5, 0.2, -0.3], [-0.6, 0.4, -0.2], [-0.2, -0.5, 0.1], [2.3, 0.2, -1.4], [0.8, -0.6, 0.7], [0.6, -0.8, 0.4], [-1.4, 2.0, -0.8], [0.1, 0.0, 0.0], [-0.1, -0.3, -0.2], [0.3, -0.3, 0.0], [-0.2, -1.8, 0.6], [-1.0, 1.8, -1.8], [0.8, -1.6, 1.3], [0.3, -0.2, -0.7], [-0.3, 0.0, 0.0], [0.4, 1.8, 0.6], [-0.5, 0.1, 1.4], [1.0, 0.5, 2.1], [-1.4, -0.5, -3.0], [-0.3, 0.0, 0.0], [0.5, -0.5, -0.3], [0.7, 0.5, -0.1], [0.7, -0.7, 1.3], [-2.7, -0.4, 0.5], [2.4, 0.3, -0.4], [0.1, 0.6, -0.9], [-0.1, -0.2, -0.5], [-0.3, 0.6, 0.0], [0.0, -1.6, -0.1], [-0.1, 0.1, -0.5], [1.1, 1.1, -0.2], [-1.0, 0.2, 0.4], [-0.2, 0.4, -0.2], [0.1, -0.2, 0.7], [-0.9, -1.2, -0.7], [1.7, -0.5, 0.1], [-1.6, 0.9, -0.2], [-0.1, -0.3, 0.1], [0.1, 0.7, 0.8], [0.7, 0.4, -0.2], [-0.4, 0.9, 1.8], [0.0, -0.7, 0.7], [-0.8, 1.4, -0.9], [0.0, -0.8, -0.1], [0.7, -1.2, -0.9], [0.6, 0.5, -0.7]]}

---

{"formula": "C4H8N2O2", "method": "wB97M-V/def2-TZVPD", "relative_energy_ev": 4.8875, "orbital_gap_ha": 0.321, "homo_energy_ev": -8.0710, "energy_ha": -417.07634, "charge": 0, "largest_force_ha_per_bohr": 0.040, "spin_multiplicity": 1, "symbols": ["C", "C", "C", "C", "N", "O", "N", "O", "H", "H", "H", "H", "H", "H", "H", "H"], "xyz": [[1.484876, 1.076540, -0.752877], [-0.193418, -1.816320, 0.811925], [1.669475, -0.102556, -0.055583], [-0.681351, 0.678402, 0.034407], [-1.444185, 0.985883, -1.071280], [0.066706, -0.794575, -0.162100], [-0.953219, 0.877797, 1.244710], [2.394607, -0.683594, 0.669382], [-2.421337, 0.741452, -0.971925], [-1.058827, 0.742906, -1.968872], [-1.596201, 1.643937, 1.404517], [1.288424, 0.979331, -1.810278], [2.172740, 1.878051, -0.518377], [-0.429377, -1.356472, 1.772089], [0.715893, -2.408156, 0.907182], [-1.014808, -2.442626, 0.467081]], "atomic_forces_ev_per_a": [[-0.3, -0.1, -0.2], [0.0, 0.2, 0.1], [1.0, 0.3, 0.4], [-0.6, -1.8, 0.8], [0.4, 0.2, -0.2], [0.0, 1.2, -0.1], [0.4, -0.1, -0.4], [-1.0, 0.1, -0.2], [0.2, 0.0, 0.1], [0.1, 0.0, 0.1], [0.2, 0.2, -0.1], [-0.5, -0.1, 0.0], [0.1, -0.1, 0.1], [0.0, 0.0, -0.1], [0.0, 0.0, -0.1], [0.0, 0.1, -0.1]]}